Record 1
Below is C31H36N3V as an isolated structure at a distorted geometry, with properties calculated with wB97M-V/def2-TZVPD.

Computed properties:
- Net charge: +1
- 2S+1: 2
- Gap between HOMO and LUMO (spin up / spin down): 5.68 / 5.05 eV
- Total energy: -62878.2301 eV
- HOMO energy (spin up / spin down): -9.85 / -9.31 eV
- M: 501.59 g/mol

```
71
Properties=species:S:1:pos:R:3:mulliken_charge:R:1
C 1.168 -0.281 -2.666 0.58
C 0.030 -1.079 -3.054 0.62
C 0.430 -2.460 -3.049 1.10
C 1.794 -2.535 -2.605 0.18
C 2.265 -1.184 -2.413 1.12
V 0.683 -1.589 -1.165 -0.24
C 0.265 -1.724 2.318 2.89
C 1.002 -0.652 1.543 -0.64
H 0.533 0.325 1.640 0.09
C 2.093 -0.817 0.730 -1.33
H 2.672 -1.751 0.713 0.46
H 2.593 0.065 0.314 0.46
C -0.059 -1.220 3.727 -2.05
H -0.689 -0.329 3.691 0.34
H -0.585 -2.001 4.282 0.52
H 0.850 -0.961 4.277 0.47
C 1.105 -3.011 2.437 -1.87
H 1.586 -3.298 1.493 0.33
H 1.884 -2.882 3.201 0.38
H 0.449 -3.831 2.746 0.38
C -1.330 -0.597 -3.375 -1.56
H -1.318 0.470 -3.618 0.34
H -1.756 -1.149 -4.224 0.42
H -2.018 -0.740 -2.530 0.21
C -0.394 -3.603 -3.513 -1.61
H -1.324 -3.686 -2.940 0.48
H -0.682 -3.478 -4.568 0.35
H 0.160 -4.543 -3.416 0.35
C 2.573 -3.775 -2.380 -1.84
H 1.905 -4.605 -2.115 0.44
H 3.133 -4.075 -3.279 0.35
H 3.297 -3.645 -1.565 0.34
C 3.656 -0.816 -2.052 -1.32
H 4.069 -1.520 -1.316 0.33
H 4.321 -0.838 -2.931 0.29
H 3.698 0.197 -1.631 0.43
C 1.193 1.188 -2.494 -1.70
H 1.126 1.469 -1.434 0.23
H 2.127 1.612 -2.885 0.41
H 0.345 1.648 -3.009 0.35
C -0.805 -2.496 0.225 -0.21
C -1.007 -1.968 1.587 1.72
C -1.437 -3.660 -0.159 -0.71
C -2.127 -2.602 2.364 -0.73
H -1.389 -0.964 1.173 -0.27
C -2.450 -4.241 0.619 -0.67
H -1.152 -4.153 -1.086 0.48
C -2.812 -3.671 1.850 -0.93
H -2.408 -2.169 3.326 0.54
H -2.945 -5.145 0.262 0.46
H -3.643 -4.115 2.412 0.43
N -0.288 9.834 2.768 -0.47
C -0.440 8.727 2.423 0.03
C -0.630 7.363 2.014 0.40
C -0.571 6.335 2.966 -1.14
C -0.754 5.005 2.578 -0.53
C -1.029 4.708 1.234 2.09
C -1.075 5.729 0.274 -0.42
C -0.874 7.055 0.669 -1.06
N -1.261 3.376 0.855 0.36
C -1.622 2.911 -0.412 0.05
C -1.698 1.548 -0.318 -1.36
N -1.393 1.157 0.970 -0.13
C -1.147 2.266 1.662 -0.54
H -0.384 6.577 4.015 0.42
H -0.689 4.212 3.325 0.28
H -1.258 5.490 -0.774 0.27
H -0.912 7.853 -0.073 0.43
H -1.797 3.559 -1.250 0.44
H -1.960 0.842 -1.095 0.32
H -0.894 2.338 2.710 0.33
```

=====

Record 2
Below is a 2-piece molecular cluster, C3H9NO2 overall at a distorted geometry, with properties calculated with wB97M-V/def2-TZVPD.

Computed properties:
- Gap between HOMO and LUMO: 9.82 eV
- Structure (SMILES): CC(=O)O.CN
- Total energy: -8841.7618 eV
- HOMO energy: -9.18 eV
- Energy relative to the best compared isomer or geometry (same formula, charge and spin): 27.5 kcal per mole
- M: 91.11 g/mol

```
15
Properties=species:S:1:pos:R:3:nbo_charge:R:1
C 0.974 0.102 -3.062 -0.42
N 0.024 -1.035 -2.978 -0.85
H -0.479 -1.067 -2.101 0.36
H -1.131 1.946 1.306 0.49
H 0.483 -1.934 -3.086 0.35
H 0.358 0.855 -3.545 0.20
H 1.928 -0.122 -3.536 0.20
H 1.275 0.417 -2.071 0.17
C 0.891 -0.408 1.884 -0.74
C -0.469 0.203 1.708 0.80
O -0.272 1.514 1.388 -0.70
O -1.555 -0.272 1.794 -0.57
H 1.618 0.011 2.579 0.25
H 1.367 -0.650 0.938 0.24
H 0.695 -1.332 2.356 0.23
```

=====

Question: Among the records above, which one has the lowest total energy?
Answer: C31H36N3V